Entry 1:
Entry from OMol25: a structure of composition C29H48Cl2N3O4RuSSi (ωB97M-V with the def2-TZVPD basis set).

Summary:
Total energy (hartree): -3302.0489
2S+1: 6
Maximum force (hartree/bohr): 0.06088
Lowest unoccupied orbital energy (alpha / beta) (eV): 0.51 / -0.28
HOMO (alpha / beta) (eV): -6.0 / -7.4
Energy relative to the best compared isomer or geometry (same formula, charge and spin) (kJ/mol): 0.0

Cartesian coordinates (Å):
C (-4.30815, -2.89209, -0.73195)
C (-4.42421, -3.00764, -2.21816)
H (-5.27280, -2.61378, -0.29737)
H (-3.56593, -2.12942, -0.45360)
H (-3.99326, -3.84199, -0.27443)
C (-5.57435, -3.14770, -2.89346)
C (-6.90310, -3.36752, -2.25122)
H (-5.56818, -3.12178, -3.98245)
H (-7.06531, -2.71762, -1.38145)
H (-7.02952, -4.40742, -1.91675)
H (-7.70480, -3.16872, -2.97018)
Ru (1.64196, 1.47030, 2.45346)
Cl (0.06641, -0.06806, 1.90881)
C (2.67178, 0.03375, -0.02888)
O (2.45588, 1.16879, 0.50347)
N (2.95607, -0.04773, -1.32691)
C (2.88121, 1.13684, -2.17087)
C (3.31942, -1.30755, -1.95996)
H (2.64132, -0.91049, 0.53515)
H (2.84964, 2.03049, -1.54217)
H (1.98439, 1.09678, -2.80858)
H (3.75977, 1.15675, -2.82500)
H (3.50341, -2.05160, -1.17858)
H (4.22653, -1.16121, -2.56072)
H (2.51828, -1.66476, -2.62577)
H (5.76405, 5.00400, 1.74354)
H (6.77135, 4.36734, 4.14813)
C (4.86469, 5.24905, 2.32856)
C (5.75465, 4.53944, 4.53096)
N (4.75974, 4.35644, 3.47712)
H (3.97202, 5.15820, 1.70673)
C (3.91170, 3.32787, 3.47556)
O (3.05802, 3.17186, 2.55827)
H (5.55154, 3.84081, 5.34983)
H (4.02597, 2.62975, 4.32256)
H (4.97966, 6.27381, 2.70209)
H (5.70794, 5.57197, 4.90628)
H (-2.90701, 2.56626, 3.61126)
H (-2.38784, 1.67203, 1.00565)
C (-2.55919, 3.54257, 3.24786)
C (-2.37245, 2.76526, 0.89205)
N (-1.75335, 3.39299, 2.04604)
H (-1.96106, 4.02713, 4.02426)
C (-0.42320, 3.55684, 2.09294)
O (0.40081, 3.01586, 1.31183)
H (-1.82381, 3.03373, -0.01744)
H (-0.08041, 4.21443, 2.90822)
H (-3.44075, 4.15119, 3.02420)
H (-3.40191, 3.12635, 0.82217)
O (-2.81961, -1.45529, -3.00121)
C (-3.10246, -2.84963, -2.95797)
C (-3.48578, -2.74540, -5.47743)
C (-3.06946, -3.45963, -4.35145)
H (-3.78925, -1.70132, -5.36871)
C (-3.51232, -3.38530, -6.72184)
H (-2.33868, -3.35825, -2.35067)
C (-2.64621, -4.79055, -4.46873)
H (-3.81669, -2.81538, -7.60410)
C (-3.16054, -4.73619, -6.82836)
C (-2.71836, -5.44083, -5.69771)
H (-2.29447, -5.29591, -3.56465)
H (-3.22875, -5.24503, -7.79155)
H (-2.42534, -6.49053, -5.76528)
Si (-1.46643, -0.49765, -3.05649)
Cl (0.50591, 2.17018, 4.33927)
C (-1.95084, 0.98791, -4.07445)
C (-0.06359, -1.43022, -3.86953)
C (-1.07567, -0.00679, -1.30257)
H (-2.42591, 0.68811, -5.01957)
H (-1.06107, 1.59162, -4.30584)
H (-2.66417, 1.61017, -3.51471)
H (-1.96697, 0.42941, -0.82994)
H (-0.26996, 0.73725, -1.24480)
H (-0.76854, -0.86598, -0.69319)
H (-0.37647, -1.85207, -4.83699)
H (0.29911, -2.25442, -3.23894)
H (0.77319, -0.73891, -4.05560)
S (3.24299, 0.16893, 3.22429)
C (3.29611, -0.18023, 4.90830)
C (3.68376, -1.49200, 5.28716)
C (3.96455, -1.77861, 6.61710)
C (3.82894, -0.78172, 7.59479)
C (3.35853, 0.48924, 7.24062)
C (3.06967, 0.77758, 5.90730)
H (3.78396, -2.24094, 4.50020)
H (4.29104, -2.78458, 6.88745)
H (4.06769, -0.99877, 8.63530)
H (3.20725, 1.26380, 7.99325)
H (2.64724, 1.73615, 5.63612)

Entry 2:
Entry from OMol25: a cluster of 4 separate species, C21H32N3O11 in total (ωB97M-V with the def2-TZVPD basis set).

Summary:
Total energy (hartree): -1810.9199
2S+1: 1
Maximum force (hartree/bohr): 0.12630
Lowest unoccupied orbital energy (eV): -4.87
Charge: +1
HOMO (eV): -12.1

Cartesian coordinates (Å):
C (-0.12121, -2.00580, -3.55381)
N (-1.42444, -2.55181, -3.07059)
C (-2.43868, -2.68560, -4.16261)
C (-1.26615, -3.80958, -2.31873)
O (-1.61797, -3.81796, -1.09247)
C (-0.73285, -5.20279, -2.90937)
C (0.71611, -5.64027, -2.31339)
C (1.43335, -4.33631, -1.72617)
N (2.67505, -4.14138, -2.17456)
C (3.06786, -5.28042, -3.09961)
C (1.78388, -6.20016, -3.38717)
O (1.37042, -6.47776, -4.74781)
C (1.48552, -5.29732, -5.56291)
N (1.10835, -4.32817, -6.19585)
H (-0.32044, -0.90739, -3.87224)
H (0.30716, -2.52727, -4.48092)
H (0.68581, -1.93139, -2.72961)
H (-2.93949, -1.67476, -4.35862)
H (-1.99246, -3.17951, -5.09756)
H (-3.26434, -3.39794, -3.76339)
H (-0.77492, -5.16358, -4.05160)
H (-1.47460, -6.03254, -2.58549)
H (0.52079, -6.53559, -1.60521)
H (1.08635, -3.52745, -0.99814)
H (3.28136, -3.33680, -1.93097)
H (3.69557, -5.95842, -2.39667)
H (3.77564, -5.02514, -3.97079)
H (2.08126, -7.24630, -2.99422)
C (-0.46458, 3.69724, -0.79684)
C (-0.41232, 2.31091, -1.40695)
C (-0.86779, 1.22774, -0.47700)
O (-0.13780, 0.09823, -0.93996)
C (1.00037, 0.57666, -1.51289)
O (1.94587, -0.10336, -1.82206)
O (0.93295, 1.92515, -1.68971)
H (-1.38197, 3.85156, -0.22961)
H (0.39398, 3.87970, -0.14800)
H (-0.42714, 4.45386, -1.58558)
H (-0.97622, 2.28936, -2.34642)
H (-1.94320, 1.04935, -0.54633)
H (-0.60509, 1.40956, 0.57036)
C (-3.81131, 3.07042, 4.50583)
C (-3.30840, 4.15187, 3.57042)
C (-3.74649, 3.96853, 2.14783)
O (-2.69826, 4.59551, 1.41908)
C (-1.57900, 4.50727, 2.19119)
O (-0.46728, 4.74355, 1.80746)
O (-1.88673, 4.11218, 3.46014)
H (-4.85796, 2.82474, 4.31067)
H (-3.20751, 2.16227, 4.42614)
H (-3.73411, 3.40757, 5.54284)
H (-3.59234, 5.14029, 3.94783)
H (-4.70357, 4.45404, 1.94490)
H (-3.80854, 2.91938, 1.83996)
C (3.50748, 4.14948, 3.82285)
C (3.10277, 3.10807, 4.84728)
C (1.85382, 2.36098, 4.48457)
O (1.32615, 2.00428, 5.75426)
C (1.76586, 2.94504, 6.63756)
O (1.34802, 3.07660, 7.75111)
O (2.74481, 3.72018, 6.08361)
H (3.40403, 3.77168, 2.80267)
H (2.91723, 5.06348, 3.92954)
H (4.55315, 4.43284, 3.97081)
H (3.93476, 2.42038, 5.03651)
H (2.06497, 1.46944, 3.88911)
H (1.11446, 2.97339, 3.95731)

Entry 3:
Entry from OMol25: a cluster of 2 separate species, C2H4O2P in total (ωB97M-V with the def2-TZVPD basis set).

Summary:
Total energy (hartree): -570.3621
2S+1: 3
Maximum force (hartree/bohr): 0.07550
Lowest unoccupied orbital energy (alpha / beta) (eV): 4.53 / 3.40
Charge: -1
HOMO (alpha / beta) (eV): -0.8 / -5.5
Energy relative to the best compared isomer or geometry (same formula, charge and spin) (kJ/mol): 11.8

Cartesian coordinates (Å):
C (0.31777, 0.35603, -1.00650)
C (-0.66163, 0.39746, -0.11251)
O (0.49471, 2.49710, 1.34868)
O (-2.01180, 2.05713, 1.66116)
P (-0.68338, 1.62696, 1.24315)
H (0.20084, -0.21372, -1.97769)
H (1.09568, 1.02337, -1.07126)
H (-1.58406, -0.16824, -0.10019)
H (-0.29283, -0.33049, 3.26342)

Entry 4:
Entry from OMol25: a cluster of 8 separate species, C27H61F3N2O8 in total (ωB97M-V with the def2-TZVPD basis set).

Summary:
Total energy (hartree): -2076.1144
2S+1: 1
Maximum force (hartree/bohr): 0.24676
Lowest unoccupied orbital energy (eV): 0.26
HOMO (eV): -9.9

Cartesian coordinates (Å):
N (-4.46357, -3.33748, -2.34384)
C (-3.46192, -3.52694, -1.50946)
C (-2.35327, -3.64868, -0.26434)
C (-2.82478, -2.61982, 0.92182)
C (-3.43068, -1.23035, 0.22507)
N (-3.90062, -0.08985, -0.23072)
C (-1.64198, -2.17545, 1.96754)
O (-1.88835, -2.69673, 3.32271)
C (-2.60177, -1.73089, 4.17281)
F (-1.74324, -0.69847, 4.80418)
F (-3.20203, -2.51978, 5.31017)
F (-3.72979, -1.02868, 3.51010)
H (-1.28900, -3.35875, -0.65536)
H (-2.43757, -4.74800, 0.15267)
H (-3.70810, -3.08288, 1.57269)
H (-0.63194, -2.65360, 1.55053)
H (-1.50034, -0.99097, 1.95479)
C (1.04093, -0.16290, -1.23183)
C (1.46490, -0.94888, -0.00130)
C (2.88335, -1.47747, -0.14289)
O (0.57069, -2.04178, 0.19228)
H (1.05692, -0.79610, -2.12597)
H (0.01373, 0.20091, -1.12095)
H (1.70015, 0.69449, -1.39899)
H (1.39724, -0.30919, 0.88545)
H (2.96467, -2.15729, -0.99851)
H (3.17049, -2.05145, 0.74466)
H (3.59785, -0.65953, -0.27747)
H (0.62404, -2.61510, -0.59031)
C (-5.35200, 2.32692, 2.19172)
C (-5.04302, 2.94497, 3.54607)
C (-3.64990, 3.55321, 3.57283)
O (-5.14063, 1.94350, 4.55555)
H (-4.64788, 1.52014, 1.95933)
H (-6.35302, 1.88225, 2.19106)
H (-5.30073, 3.07568, 1.39524)
H (-5.78593, 3.71627, 3.77684)
H (-2.88538, 2.78985, 3.38935)
H (-3.43663, 3.98324, 4.55733)
H (-3.54752, 4.33870, 2.81773)
H (-4.48459, 1.25440, 4.35873)
C (2.86652, -5.59908, 0.40606)
C (1.56003, -5.62359, 1.18336)
C (1.66786, -6.50001, 2.42098)
O (0.52004, -6.11816, 0.34352)
H (3.13679, -6.60374, 0.06213)
H (2.77034, -4.97437, -0.48852)
H (3.68380, -5.20829, 1.02005)
H (1.28714, -4.60406, 1.47691)
H (1.89569, -7.53668, 2.14846)
H (0.71668, -6.51811, 2.96374)
H (2.44923, -6.13632, 3.09539)
H (0.75386, -7.02302, 0.07792)
C (-0.40610, 6.18962, -0.26875)
C (-0.38912, 4.75031, 0.22098)
C (-1.71801, 4.05992, -0.04144)
O (-0.11460, 4.73050, 1.61947)
H (-1.17529, 6.77146, 0.25133)
H (0.55250, 6.67767, -0.06217)
H (-0.59922, 6.23813, -1.34485)
H (0.41616, 4.20090, -0.27878)
H (-2.53377, 4.56633, 0.48672)
H (-1.69537, 3.02883, 0.32732)
H (-1.95054, 4.04461, -1.11070)
H (-0.82452, 5.21614, 2.07131)
C (-7.80216, -7.22301, -4.26718)
C (-6.51905, -6.41807, -4.39923)
C (-6.79516, -4.92370, -4.35369)
O (-5.88223, -6.74338, -5.63217)
H (-8.49039, -7.00120, -5.09047)
H (-7.58947, -8.29649, -4.31399)
H (-8.30798, -7.00701, -3.32107)
H (-5.82939, -6.68974, -3.59260)
H (-7.44777, -4.62036, -5.18009)
H (-5.86424, -4.35691, -4.46228)
H (-7.27085, -4.63871, -3.41022)
H (-6.48740, -6.50559, -6.35413)
C (6.08336, 2.34541, 0.21394)
C (5.97543, 1.71926, -1.16737)
C (6.21700, 2.74646, -2.26188)
O (4.67745, 1.15306, -1.32913)
H (5.33410, 3.13392, 0.34638)
H (5.89502, 1.59713, 0.99137)
H (7.07631, 2.77621, 0.37552)
H (6.70207, 0.90472, -1.26011)
H (5.47244, 3.54927, -2.21717)
H (6.12394, 2.28440, -3.25056)
H (7.21392, 3.18936, -2.17454)
H (4.02574, 1.86910, -1.24823)
C (6.89783, 6.59467, 0.80169)
C (6.78990, 5.96852, -0.57962)
C (7.03147, 6.99571, -1.67413)
O (5.49192, 5.40231, -0.74139)
H (6.14857, 7.38317, 0.93413)
H (6.70949, 5.84639, 1.57911)
H (7.89078, 7.02546, 0.96326)
H (7.51654, 5.15397, -0.67236)
H (6.28691, 7.79852, -1.62943)
H (6.93841, 6.53366, -2.66282)
H (8.02839, 7.43862, -1.58680)
H (4.84021, 6.11836, -0.66049)

Entry 5:
Entry from OMol25: a structure of composition C2H2O3Zn (ωB97M-V with the def2-TZVPD basis set).

Summary:
Total energy (hartree): -2082.0646
2S+1: 2
Maximum force (hartree/bohr): 0.05895
Lowest unoccupied orbital energy (alpha / beta) (eV): -7.87 / -7.88
Charge: +1
HOMO (alpha / beta) (eV): -14.6 / -16.0
Energy relative to the best compared isomer or geometry (same formula, charge and spin) (kJ/mol): 0.0

Cartesian coordinates (Å):
O (1.27787, -0.64981, -0.11338)
C (0.06351, -0.84679, 0.28634)
Zn (1.86675, 1.05558, 0.09216)
H (-0.11375, -0.95754, 1.37313)
O (0.13454, 1.60901, -0.31475)
C (-0.74025, 0.73461, -0.22025)
O (-1.79365, 0.45912, -0.72806)
H (-0.69502, -1.40418, -0.37519)

Entry 6:
Entry from OMol25: an isolated molecule of C5H5FS2 (ωB97M-V with the def2-TZVPD basis set).

Summary:
Total energy (hartree): -1089.7183
2S+1: 1
Maximum force (hartree/bohr): 0.03605
Lowest unoccupied orbital energy (eV): -0.78
HOMO (eV): -8.9
Energy relative to the best compared isomer or geometry (same formula, charge and spin) (kJ/mol): 35.1

Cartesian coordinates (Å):
F (-0.50533, 1.60485, -0.97619)
C (-0.75387, 0.95157, 0.23098)
C (0.63307, 0.66727, 0.84146)
C (1.21397, -0.44539, -0.02454)
S (2.74300, -0.83698, -0.09215)
C (0.02319, -1.06169, -0.74220)
C (-1.18471, -0.43616, -0.12501)
S (-2.66242, -1.09873, 0.08842)
H (-1.44948, 1.55630, 0.82126)
H (0.57216, 0.36302, 1.89847)
H (1.35842, 1.51929, 0.76877)
H (0.02941, -0.65324, -1.77379)
H (-0.01740, -2.13011, -0.91548)